Formula: C3H8NO
Source: the Open Molecules 2025 dataset
Level of theory: ωB97M-V/def2-TZVPD

## Properties
energy relative to the best compared isomer or geometry (same formula, charge and spin) = 48.27 kcal per mole
calculated total energy = -6769.076 eV
E_LUMO = -5.660 eV

```
! wB97M-V def2-TZVPD RIJCOSX def2/J DEFGRID3
* xyz 1 1
H 2.635 0.290 0.775
C -0.999 -1.275 0.083
H -0.574 -2.298 0.227
H -2.325 -0.280 -1.243
H 1.260 0.514 -0.218
O -0.471 -0.233 0.574
C 1.842 2.108 0.749
N 2.098 0.980 0.296
H 1.511 2.922 0.092
H -2.131 -1.993 -1.665
H -3.127 -1.805 -0.490
C -2.118 -1.336 -0.861
H 2.399 2.406 1.680
*
```